[1]
{
  "formula": "C59H119NO29",
  "method": "the ωB97M-V functional and the def2-TZVPD basis",
  "largest_force_ha_per_bohr": 0.0811,
  "orbital_gap_ev": 9.82,
  "species": ["O", "C", "O", "C", "C", "C", "H", "H", "H", "H", "H", "H", "H", "H", "O", "C", "O", "C", "C", "C", "H", "H", "H", "H", "H", "H", "H", "H", "O", "C", "O", "C", "C", "C", "H", "H", "H", "H", "H", "H", "H", "H", "O", "C", "O", "C", "C", "C", "H", "H", "H", "H", "H", "H", "H", "H", "O", "C", "O", "C", "C", "C", "H", "H", "H", "H", "H", "H", "H", "H", "O", "C", "O", "C", "C", "C", "H", "H", "H", "H", "H", "H", "H", "H", "O", "C", "O", "C", "C", "C", "H", "H", "H", "H", "H", "H", "H", "H", "O", "C", "O", "C", "C", "C", "H", "H", "H", "H", "H", "H", "H", "H", "O", "C", "O", "C", "C", "C", "H", "H", "H", "H", "H", "H", "H", "H", "O", "C", "O", "C", "C", "C", "H", "H", "H", "H", "H", "H", "H", "H", "O", "C", "O", "C", "C", "C", "H", "H", "H", "H", "H", "H", "H", "H", "O", "C", "O", "C", "C", "C", "H", "H", "H", "H", "H", "H", "H", "H", "O", "C", "O", "C", "C", "C", "H", "H", "H", "H", "H", "H", "H", "H", "O", "C", "O", "C", "C", "C", "H", "H", "H", "H", "H", "H", "H", "H", "C", "C", "O", "N", "C", "H", "H", "H", "H", "H", "H", "H"],
  "xyz": [[1.226, -3.655, -6.536], [2.079, -2.988, -6.012], [2.832, -2.035, -6.660], [2.511, -1.818, -8.084], [1.289, -0.912, -8.335], [2.283, -3.065, -4.568], [2.217, -2.769, -8.531], [3.424, -1.349, -8.393], [0.347, -1.447, -8.308], [1.184, -0.439, -9.309], [1.382, -0.103, -7.597], [1.642, -3.856, -4.085], [2.235, -2.040, -4.082], [3.336, -3.342, -4.370], [-0.372, -2.909, -2.893], [-1.554, -2.831, -2.530], [-2.387, -1.888, -3.050], [-1.869, -0.934, -4.007], [-3.018, -0.371, -4.734], [-2.114, -3.741, -1.543], [-1.211, -1.411, -4.739], [-1.305, -0.269, -3.373], [-3.829, -0.087, -4.043], [-3.444, -1.151, -5.342], [-2.773, 0.521, -5.358], [-2.281, -3.268, -0.572], [-1.428, -4.612, -1.426], [-3.042, -4.165, -1.948], [-4.972, 3.402, -3.322], [-5.602, 2.740, -2.518], [-5.049, 1.846, -1.639], [-3.651, 1.762, -1.712], [-2.993, 2.867, -0.963], [-7.069, 2.888, -2.373], [-3.281, 1.692, -2.748], [-3.371, 0.774, -1.200], [-1.932, 2.639, -0.800], [-3.312, 3.268, -0.001], [-3.008, 3.854, -1.496], [-7.408, 2.878, -1.352], [-7.506, 2.034, -2.934], [-7.428, 3.818, -2.877], [-2.954, 5.248, 3.847], [-2.478, 5.604, 2.810], [-1.623, 4.782, 2.124], [-1.452, 3.384, 2.586], [0.028, 3.154, 2.865], [-2.672, 6.862, 2.028], [-1.877, 2.779, 1.726], [-2.078, 3.283, 3.506], [0.489, 4.067, 3.350], [0.665, 2.995, 1.971], [0.082, 2.310, 3.622], [-3.037, 7.681, 2.626], [-3.545, 6.616, 1.466], [-1.837, 7.005, 1.334], [3.119, 3.238, -4.632], [2.711, 2.528, -5.463], [3.025, 1.192, -5.592], [4.157, 0.670, -4.838], [5.359, 0.545, -5.754], [1.686, 2.980, -6.498], [3.765, -0.327, -4.597], [4.371, 1.207, -3.978], [5.995, 1.461, -5.841], [5.012, 0.283, -6.760], [6.050, -0.198, -5.376], [2.150, 3.049, -7.485], [1.354, 4.005, -6.301], [0.859, 2.307, -6.637], [-1.181, 1.177, 5.283], [-2.299, 0.808, 5.095], [-3.393, 1.414, 5.567], [-3.086, 2.567, 6.484], [-4.465, 3.032, 6.903], [-2.639, -0.512, 4.459], [-2.410, 3.224, 6.009], [-2.543, 2.093, 7.323], [-4.859, 2.247, 7.591], [-5.134, 3.079, 6.035], [-4.449, 3.985, 7.370], [-1.864, -0.783, 3.762], [-3.674, -0.496, 4.070], [-2.534, -1.243, 5.341], [2.070, -3.873, 2.367], [2.827, -4.702, 2.801], [2.853, -6.005, 2.420], [1.735, -6.414, 1.553], [1.868, -7.905, 1.129], [3.957, -4.329, 3.667], [1.735, -5.830, 0.668], [0.810, -6.255, 2.066], [0.925, -8.168, 0.585], [1.990, -8.630, 1.961], [2.739, -7.957, 0.500], [4.534, -3.676, 3.035], [4.596, -5.087, 4.070], [3.513, -3.644, 4.362], [5.374, -1.369, 1.285], [4.879, -0.501, 0.598], [3.916, 0.341, 1.070], [3.542, 0.114, 2.459], [4.350, 0.896, 3.390], [5.357, -0.220, -0.765], [3.514, -0.969, 2.636], [2.447, 0.342, 2.585], [4.300, 0.615, 4.459], [3.943, 1.920, 3.286], [5.388, 0.921, 3.063], [6.454, 0.024, -0.659], [4.966, 0.676, -1.212], [5.256, -1.072, -1.361], [-5.069, -3.071, 5.448], [-5.200, -2.610, 4.370], [-4.669, -3.139, 3.211], [-4.025, -4.430, 3.378], [-3.217, -4.665, 2.059], [-6.008, -1.380, 4.020], [-4.838, -5.170, 3.471], [-3.352, -4.420, 4.214], [-2.377, -5.357, 2.248], [-2.739, -3.737, 1.816], [-3.836, -5.016, 1.235], [-5.569, -0.452, 4.465], [-7.052, -1.485, 4.396], [-5.976, -1.285, 2.910], [2.931, -5.060, -1.421], [3.204, -3.889, -1.582], [4.200, -3.418, -2.310], [5.209, -4.384, -2.666], [6.333, -4.247, -1.775], [2.396, -2.843, -0.999], [5.564, -4.066, -3.712], [4.823, -5.356, -2.769], [6.889, -5.107, -2.032], [6.051, -4.159, -0.746], [6.958, -3.348, -1.950], [1.566, -2.448, -1.670], [3.006, -1.958, -0.783], [1.921, -3.247, -0.035], [-0.742, -3.291, 3.744], [0.171, -2.841, 4.399], [0.866, -3.422, 5.444], [0.302, -4.622, 6.055], [0.059, -4.332, 7.530], [0.784, -1.499, 4.027], [1.015, -5.443, 5.960], [-0.672, -4.856, 5.542], [-0.560, -5.049, 8.103], [-0.639, -3.492, 7.614], [0.992, -4.237, 8.060], [1.609, -1.833, 3.404], [1.264, -0.990, 4.878], [0.155, -0.845, 3.374], [3.433, 3.960, 1.696], [2.895, 4.591, 0.855], [3.095, 4.308, -0.505], [4.261, 3.435, -0.828], [5.580, 4.137, -0.587], [1.907, 5.690, 1.006], [4.204, 3.197, -1.876], [4.059, 2.489, -0.320], [5.530, 5.196, -0.841], [6.234, 3.635, -1.287], [5.940, 3.875, 0.349], [1.398, 6.075, 0.044], [2.246, 6.525, 1.642], [1.034, 5.366, 1.647], [-3.502, 0.838, 1.298], [-4.646, 0.425, 1.188], [-5.711, 1.061, 1.674], [-5.413, 1.897, 2.774], [-5.326, 3.328, 2.418], [-5.033, -0.776, 0.412], [-4.489, 1.608, 3.230], [-6.154, 1.700, 3.522], [-5.277, 3.985, 3.280], [-6.167, 3.703, 1.786], [-4.398, 3.550, 1.882], [-5.997, -0.718, -0.029], [-4.979, -1.610, 1.072], [-4.305, -0.975, -0.382], [0.990, 1.857, -0.711], [0.939, 0.815, -1.303], [0.146, -0.158, -0.913], [-0.157, -0.061, 0.578], [-0.976, -1.244, 0.982], [1.603, 0.576, -2.653], [-0.669, 0.904, 0.731], [0.839, -0.043, 1.015], [-1.140, -1.108, 2.064], [-0.409, -2.154, 0.889], [-1.918, -1.204, 0.453], [2.437, -0.157, -2.426], [2.067, 1.475, -3.008], [1.009, 0.022, -3.299], [-1.153, 4.692, -4.417], [-0.307, 3.715, -3.570], [-0.383, 2.533, -3.632], [0.451, 4.437, -2.656], [0.934, 5.794, -2.838], [-1.890, 4.250, -5.112], [-0.539, 5.306, -5.033], [-1.727, 5.244, -3.745], [1.047, 3.963, -2.031], [1.737, 5.932, -2.194], [0.203, 6.512, -2.500], [1.307, 6.036, -3.781]]
}

---

[2]
{
  "formula": "C59H32BiF15GeN7O4S",
  "method": "the ωB97M-V functional and the def2-TZVPD basis",
  "largest_force_ha_per_bohr": 0.0157,
  "orbital_gap_ev": 6.51,
  "total_charge": 1,
  "de_lowest_ev": 0.335,
  "species": ["Bi", "O", "C", "O", "C", "C", "C", "N", "C", "C", "C", "C", "C", "C", "C", "N", "C", "C", "C", "C", "C", "N", "H", "H", "H", "H", "H", "H", "H", "H", "H", "H", "C", "O", "C", "N", "C", "C", "C", "C", "C", "C", "C", "C", "C", "C", "C", "C", "N", "C", "N", "C", "C", "O", "C", "C", "C", "C", "C", "C", "H", "H", "H", "H", "H", "H", "H", "H", "H", "H", "H", "H", "H", "H", "H", "H", "H", "H", "H", "C", "C", "N", "H", "H", "H", "F", "C", "C", "C", "F", "C", "F", "C", "F", "C", "F", "Ge", "S", "C", "C", "F", "C", "F", "C", "F", "C", "F", "C", "F", "C", "C", "F", "C", "F", "C", "F", "C", "F", "C", "F"],
  "xyz": [[-0.702, 0.312, -0.354], [-4.621, 5.553, 2.405], [-5.107, 4.485, 2.028], [-6.235, 3.988, 2.047], [-4.007, 3.460, 1.579], [-2.674, 3.849, 1.490], [-1.723, 2.905, 1.167], [-2.073, 1.631, 0.953], [-3.321, 1.207, 1.184], [-4.325, 2.110, 1.464], [-3.437, -0.270, 1.285], [-4.578, -0.901, 1.750], [-4.530, -2.265, 2.004], [-3.346, -2.952, 1.793], [-2.259, -2.259, 1.289], [-2.311, -0.955, 1.029], [-0.255, 3.131, 1.166], [0.326, 4.311, 1.602], [1.707, 4.385, 1.691], [2.475, 3.293, 1.316], [1.826, 2.164, 0.852], [0.498, 2.085, 0.797], [-2.448, 4.884, 1.710], [-5.358, 1.832, 1.628], [-5.472, -0.331, 1.952], [-5.404, -2.776, 2.383], [-3.257, -4.006, 2.013], [-1.309, -2.744, 1.111], [-0.295, 5.146, 1.894], [2.180, 5.289, 2.052], [3.554, 3.319, 1.374], [2.374, 1.298, 0.500], [-5.067, -1.865, -2.918], [-4.937, -0.454, -3.170], [-3.808, -0.066, -2.556], [-3.155, -0.911, -1.872], [-3.938, -2.169, -1.915], [-3.137, -3.410, -2.244], [-1.778, -3.495, -1.974], [-1.075, -4.668, -2.206], [-1.727, -5.778, -2.721], [-3.086, -5.706, -2.992], [-3.785, -4.533, -2.752], [-3.484, 1.363, -2.760], [-4.479, 2.233, -3.195], [-4.145, 3.557, -3.434], [-2.824, 3.943, -3.291], [-1.915, 2.993, -2.849], [-2.228, 1.743, -2.543], [-0.479, 3.297, -2.715], [0.329, 2.617, -2.019], [1.635, 3.279, -2.131], [1.404, 4.369, -3.204], [-0.029, 4.358, -3.406], [2.760, 2.327, -2.454], [4.058, 2.826, -2.545], [5.112, 1.988, -2.870], [4.881, 0.637, -3.099], [3.594, 0.132, -2.990], [2.535, 0.974, -2.672], [-6.065, -2.043, -2.526], [-4.942, -2.394, -3.863], [-4.361, -2.315, -0.919], [-1.257, -2.634, -1.586], [-0.017, -4.707, -1.977], [-1.185, -6.696, -2.904], [-3.608, -6.568, -3.386], [-4.850, -4.506, -2.951], [-5.485, 1.872, -3.341], [-4.897, 4.267, -3.748], [-2.496, 4.947, -3.514], [1.848, 3.746, -1.165], [1.691, 5.369, -2.886], [1.886, 4.129, -4.151], [4.247, 3.877, -2.355], [6.115, 2.386, -2.945], [5.702, -0.017, -3.360], [3.411, -0.923, -3.154], [1.526, 0.583, -2.613], [1.007, -2.208, -4.973], [0.467, -1.306, -3.965], [0.030, -0.591, -3.182], [1.698, -2.907, -4.505], [1.533, -1.638, -5.736], [0.196, -2.770, -5.433], [3.454, -0.837, 4.966], [2.238, -0.277, 4.968], [1.474, -0.319, 3.812], [0.229, 0.275, 3.867], [-0.596, 0.239, 2.807], [-0.241, 0.911, 5.003], [-1.445, 1.477, 5.013], [0.554, 0.943, 6.136], [0.118, 1.545, 7.232], [1.803, 0.341, 6.125], [2.562, 0.371, 7.213], [2.238, -1.264, 2.283], [1.002, -1.475, 0.481], [2.500, -3.103, 2.904], [1.361, -3.836, 3.195], [0.154, -3.244, 3.125], [1.399, -5.167, 3.562], [0.280, -5.839, 3.826], [2.629, -5.799, 3.655], [2.693, -7.075, 4.009], [3.791, -5.095, 3.388], [4.968, -5.702, 3.491], [3.712, -3.761, 3.023], [4.861, -3.115, 2.801], [3.944, -0.464, 1.744], [4.662, -1.081, 0.731], [4.218, -2.230, 0.209], [5.844, -0.566, 0.234], [6.514, -1.199, -0.725], [6.324, 0.631, 0.739], [7.445, 1.153, 0.262], [5.628, 1.283, 1.742], [6.077, 2.443, 2.218], [4.462, 0.722, 2.235], [3.831, 1.396, 3.208]]
}

---

[3]
{
  "formula": "C59H38FO13PS",
  "method": "the ωB97M-V functional and the def2-TZVPD basis",
  "largest_force_ha_per_bohr": 0.0117,
  "orbital_gap_ev": 8.52,
  "smiles": "CP(O)[C@H]1OS(=O)(=O)O[C@@H]1F.O=C1c2ccccc2C(=O)c2ccccc21.O=C1c2ccccc2C(=O)c2ccccc21.O=C1c2ccccc2C(=O)c2ccccc21.O=C1c2ccccc2C(=O)c2ccccc21",
  "species": ["C", "P", "O", "C", "O", "S", "O", "O", "O", "C", "F", "H", "H", "H", "H", "H", "H", "O", "C", "C", "C", "C", "C", "C", "C", "C", "O", "C", "C", "C", "C", "C", "C", "H", "H", "H", "H", "H", "H", "H", "H", "O", "C", "C", "C", "C", "C", "C", "C", "C", "O", "C", "C", "C", "C", "C", "C", "H", "H", "H", "H", "H", "H", "H", "H", "O", "C", "C", "C", "C", "C", "C", "C", "C", "O", "C", "C", "C", "C", "C", "C", "H", "H", "H", "H", "H", "H", "H", "H", "O", "C", "C", "C", "C", "C", "C", "C", "C", "O", "C", "C", "C", "C", "C", "C", "H", "H", "H", "H", "H", "H", "H", "H"],
  "xyz": [[12.763, 4.794, -2.384], [11.649, 3.330, -2.514], [11.586, 2.766, -0.956], [10.074, 4.273, -2.489], [8.864, 3.492, -2.696], [7.636, 4.516, -2.651], [6.613, 3.930, -1.870], [7.385, 5.038, -3.943], [8.386, 5.659, -1.800], [9.597, 5.068, -1.289], [10.415, 6.031, -0.832], [13.338, 4.709, -1.463], [12.252, 5.754, -2.387], [13.449, 4.770, -3.228], [12.130, 1.981, -0.870], [10.149, 4.952, -3.350], [9.316, 4.399, -0.473], [-0.733, 2.077, 0.859], [0.365, 1.833, 0.399], [0.727, 0.461, -0.051], [-0.223, -0.550, 0.042], [0.088, -1.828, -0.390], [1.345, -2.108, -0.914], [2.296, -1.104, -1.001], [1.993, 0.181, -0.569], [3.042, 1.240, -0.660], [4.155, 0.985, -1.064], [2.668, 2.621, -0.234], [3.610, 3.638, -0.343], [3.273, 4.929, 0.030], [2.000, 5.213, 0.511], [1.062, 4.202, 0.629], [1.392, 2.903, 0.258], [-1.196, -0.320, 0.452], [-0.651, -2.613, -0.303], [1.576, -3.112, -1.249], [3.282, -1.299, -1.401], [4.598, 3.415, -0.719], [4.007, 5.719, -0.060], [1.740, 6.224, 0.795], [0.068, 4.402, 1.006], [-3.132, 8.855, -0.952], [-3.633, 8.377, 0.043], [-3.480, 6.931, 0.372], [-2.725, 6.126, -0.475], [-2.547, 4.786, -0.176], [-3.118, 4.241, 0.970], [-3.879, 5.037, 1.810], [-4.065, 6.383, 1.514], [-4.899, 7.212, 2.429], [-5.447, 6.729, 3.397], [-5.035, 8.665, 2.113], [-5.778, 9.472, 2.967], [-5.901, 10.825, 2.705], [-5.282, 11.381, 1.590], [-4.547, 10.580, 0.733], [-4.422, 9.220, 0.989], [-2.285, 6.568, -1.358], [-1.955, 4.157, -0.829], [-2.955, 3.198, 1.202], [-4.333, 4.633, 2.704], [-6.249, 9.021, 3.830], [-6.479, 11.453, 3.372], [-5.376, 12.440, 1.391], [-4.061, 10.992, -0.141], [0.810, -5.930, -1.408], [0.133, -6.568, -2.187], [0.571, -7.905, -2.679], [1.767, -8.436, -2.209], [2.182, -9.686, -2.633], [1.404, -10.414, -3.528], [0.216, -9.886, -4.006], [-0.204, -8.630, -3.586], [-1.481, -8.079, -4.129], [-2.129, -8.690, -4.951], [-1.931, -6.752, -3.617], [-3.133, -6.223, -4.071], [-3.578, -5.003, -3.590], [-2.825, -4.304, -2.652], [-1.625, -4.825, -2.201], [-1.171, -6.045, -2.684], [2.357, -7.855, -1.512], [3.113, -10.099, -2.267], [1.727, -11.394, -3.853], [-0.400, -10.434, -4.706], [-3.707, -6.783, -4.798], [-4.516, -4.595, -3.942], [-3.177, -3.356, -2.269], [-1.034, -4.297, -1.468], [-3.075, -3.982, 1.305], [-3.534, -4.508, 2.296], [-3.263, -5.944, 2.591], [-2.451, -6.665, 1.722], [-2.166, -7.993, 1.987], [-2.689, -8.607, 3.120], [-3.506, -7.897, 3.983], [-3.798, -6.563, 3.721], [-4.691, -5.821, 4.657], [-5.193, -6.369, 5.614], [-4.940, -4.376, 4.374], [-5.740, -3.649, 5.248], [-5.969, -2.303, 5.018], [-5.401, -1.676, 3.914], [-4.610, -2.397, 3.036], [-4.379, -3.749, 3.260], [-2.050, -6.169, 0.848], [-1.532, -8.553, 1.312], [-2.459, -9.644, 3.328], [-3.926, -8.358, 4.867], [-6.170, -4.154, 6.102], [-6.590, -1.738, 5.700], [-5.576, -0.622, 3.741], [-4.163, -1.928, 2.170]]
}

---

These records have E_HOMO values of -9.23; -10.08; -9.58 eV, in the order they appear.
These records have lowest unoccupied orbital energy values of 0.593; -3.566; -1.064 eV, in the order they appear.
These records have E values of -4556.2599; -7139.3178; -4088.7480 hartree, in the order they appear.